A cluster of 17 separate species, C68H183N13O21 in total at a distorted geometry. Source: the OMol25 dataset; level of theory: ωB97M-V/def2-TZVPD.

Frontier orbital gap   8.49 eV
Highest occupied orbital energy   -8.3 eV

```
! RIJCOSX wB97M-V def2-TZVPD def2/J DEFGRID3
* xyz 0 1
C 21.436 -14.672 5.802
C 22.371 -14.019 6.780
C 21.644 -13.246 7.870
O 22.509 -12.534 8.661
C 21.815 -11.653 9.522
N 23.284 -14.969 7.312
H 20.703 -15.276 6.338
H 21.933 -15.353 5.111
H 20.880 -13.903 5.266
H 22.971 -13.297 6.226
H 21.118 -14.035 8.406
H 20.906 -12.561 7.453
H 21.392 -10.719 9.152
H 22.482 -11.357 10.330
H 21.048 -12.250 10.017
H 23.764 -14.532 8.085
H 24.094 -15.028 6.711
C 20.241 -21.610 4.677
C 19.234 -22.564 5.276
C 17.910 -21.953 5.556
O 16.881 -22.889 5.936
C 15.718 -22.320 6.417
N 18.982 -23.554 4.220
H 21.199 -22.078 4.447
H 20.309 -20.778 5.378
H 19.801 -21.227 3.756
H 19.600 -23.112 6.144
H 17.507 -21.399 4.707
H 17.983 -21.242 6.378
H 15.258 -21.814 5.568
H 15.883 -21.664 7.272
H 15.043 -23.110 6.745
H 18.585 -23.084 3.419
H 18.256 -24.140 4.607
C 18.306 -12.674 3.916
C 18.018 -14.182 3.872
C 16.645 -14.609 4.418
O 16.568 -14.307 5.812
C 16.769 -15.445 6.707
N 18.196 -14.664 2.507
H 17.673 -11.957 3.394
H 19.326 -12.453 3.600
H 18.243 -12.483 4.987
H 18.715 -14.730 4.507
H 16.522 -15.673 4.216
H 15.832 -14.087 3.913
H 15.972 -16.178 6.586
H 16.845 -15.005 7.702
H 17.762 -15.856 6.528
H 18.158 -15.674 2.512
H 19.048 -14.348 2.068
C 16.598 -20.640 -4.647
C 15.696 -20.756 -5.828
C 14.401 -19.821 -5.764
O 13.615 -20.216 -4.663
C 12.524 -19.410 -4.302
N 16.500 -20.292 -6.922
H 16.849 -19.602 -4.429
H 17.531 -21.197 -4.732
H 16.112 -20.999 -3.740
H 15.392 -21.794 -5.968
H 13.800 -20.043 -6.646
H 14.572 -18.745 -5.716
H 12.285 -19.582 -3.252
H 11.591 -19.665 -4.805
H 12.726 -18.369 -4.553
H 16.610 -19.298 -6.784
H 17.444 -20.640 -6.829
C 15.796 -25.645 -1.866
C 14.470 -24.964 -2.222
C 14.499 -23.461 -2.220
O 14.859 -22.903 -0.928
C 14.882 -21.476 -0.944
N 13.957 -25.425 -3.515
H 16.621 -25.095 -2.320
H 15.837 -26.681 -2.200
H 16.031 -25.502 -0.812
H 13.777 -25.194 -1.413
H 13.535 -23.064 -2.539
H 15.164 -23.108 -3.008
H 15.021 -21.092 0.067
H 14.067 -20.990 -1.481
H 15.753 -21.277 -1.567
H 13.989 -26.434 -3.487
H 14.770 -25.296 -4.101
C 24.164 -20.773 2.710
C 25.486 -21.507 2.550
C 25.267 -23.033 2.107
O 26.406 -23.813 2.495
C 26.207 -25.178 2.217
N 26.345 -20.784 1.585
H 23.760 -20.481 1.741
H 24.337 -19.877 3.306
H 23.445 -21.367 3.275
H 26.014 -21.497 3.504
H 25.078 -23.043 1.034
H 24.374 -23.382 2.626
H 27.098 -25.756 2.461
H 26.060 -25.279 1.142
H 25.384 -25.660 2.746
H 26.533 -19.860 1.947
H 27.260 -21.209 1.545
C 22.612 -18.674 6.561
C 22.824 -18.582 8.091
C 24.291 -18.421 8.440
O 25.116 -19.486 8.062
C 26.486 -19.240 8.259
N 22.006 -17.344 8.347
H 22.796 -17.737 6.035
H 21.623 -19.067 6.325
H 23.310 -19.405 6.155
H 22.411 -19.532 8.430
H 24.354 -18.361 9.526
H 24.641 -17.520 7.936
H 26.720 -18.929 9.277
H 26.879 -18.486 7.576
H 26.999 -20.185 8.085
H 22.454 -16.653 7.762
H 22.247 -16.979 9.257
C 12.022 -19.332 1.142
C 12.019 -20.310 2.386
C 12.262 -19.507 3.675
O 13.628 -19.065 3.780
C 13.961 -18.443 5.026
N 10.653 -21.017 2.361
H 11.174 -18.650 1.199
H 11.923 -19.832 0.179
H 12.946 -18.768 1.012
H 12.741 -21.106 2.208
H 12.110 -20.195 4.505
H 11.607 -18.640 3.767
H 13.802 -19.167 5.825
H 13.326 -17.584 5.243
H 14.971 -18.040 4.950
H 10.631 -21.631 1.559
H 10.520 -21.678 3.113
C 14.902 -12.707 -4.480
C 13.787 -13.757 -4.751
C 13.285 -14.356 -3.408
O 12.327 -15.425 -3.632
C 12.265 -16.368 -2.537
N 12.789 -13.106 -5.542
H 15.618 -13.058 -3.738
H 14.589 -11.775 -4.009
H 15.420 -12.384 -5.384
H 14.222 -14.516 -5.401
H 12.732 -13.567 -2.898
H 14.187 -14.601 -2.847
H 12.293 -15.963 -1.526
H 13.096 -17.069 -2.602
H 11.374 -16.984 -2.663
H 12.362 -12.323 -5.066
H 12.044 -13.788 -5.537
C 16.488 -16.440 -4.520
C 16.248 -16.311 -6.023
O 16.807 -17.444 -6.550
H 17.514 -16.730 -4.294
H 15.834 -17.164 -4.033
H 16.334 -15.490 -4.007
H 16.583 -15.322 -6.337
H 15.168 -16.324 -6.171
H 17.022 -17.155 -7.440
C 25.662 -17.167 4.093
C 26.612 -16.341 4.954
O 25.908 -15.631 5.853
H 26.080 -17.825 3.332
H 24.969 -16.542 3.530
H 25.054 -17.907 4.613
H 27.308 -15.698 4.416
H 27.252 -17.058 5.468
H 26.571 -15.188 6.387
C 25.076 -14.818 1.537
C 25.321 -16.143 0.735
O 24.057 -16.617 0.468
H 24.233 -14.864 2.226
H 24.992 -13.974 0.852
H 25.989 -14.615 2.097
H 25.864 -16.831 1.383
H 25.889 -16.033 -0.189
H 24.150 -17.496 0.093
C 17.499 -18.798 8.076
C 18.983 -18.640 8.142
O 19.442 -17.572 7.364
H 17.213 -19.719 8.586
H 17.167 -18.972 7.053
H 16.975 -17.947 8.512
H 19.392 -19.596 7.814
H 19.356 -18.483 9.154
H 20.359 -17.487 7.633
C 18.725 -13.453 -4.905
O 18.577 -12.904 -3.581
C 18.287 -11.522 -3.411
C 18.264 -11.235 -1.887
N 19.431 -11.804 -1.226
C 19.262 -11.743 0.267
C 20.513 -12.372 0.821
O 20.467 -13.775 0.845
C 21.537 -14.308 1.596
H 18.059 -13.124 -5.703
H 18.644 -14.540 -4.902
H 19.749 -13.339 -5.263
H 17.296 -11.320 -3.816
H 19.120 -10.953 -3.825
H 17.305 -11.547 -1.474
H 18.235 -10.163 -1.689
H 19.491 -12.780 -1.479
H 18.346 -12.208 0.630
H 19.166 -10.684 0.506
H 20.637 -12.045 1.853
H 21.457 -12.186 0.308
H 21.833 -13.787 2.507
H 22.440 -14.310 0.985
H 21.328 -15.341 1.874
C 11.387 -10.334 -5.262
O 11.885 -10.867 -4.040
C 11.348 -10.220 -2.865
C 11.614 -10.982 -1.583
N 13.046 -11.120 -1.252
C 13.136 -11.767 0.049
C 14.542 -12.204 0.374
O 14.864 -13.182 -0.577
C 15.734 -14.239 -0.186
H 11.848 -10.811 -6.128
H 11.350 -9.245 -5.295
H 10.321 -10.529 -5.377
H 10.277 -10.299 -3.055
H 11.618 -9.167 -2.790
H 11.256 -11.996 -1.760
H 10.995 -10.574 -0.784
H 13.535 -11.639 -1.967
H 12.557 -12.690 0.093
H 12.725 -11.059 0.769
H 14.544 -12.660 1.364
H 15.181 -11.321 0.377
H 15.707 -15.082 -0.876
H 15.448 -14.615 0.797
H 16.726 -13.801 -0.068
C 22.077 -17.981 2.944
O 20.706 -18.207 2.879
C 19.994 -17.608 3.925
C 18.494 -17.987 3.874
N 17.998 -17.687 2.515
C 16.580 -18.078 2.455
C 15.954 -17.814 1.081
O 16.560 -18.662 0.071
C 16.224 -18.296 -1.235
H 22.425 -18.324 3.918
H 22.323 -16.919 2.947
H 22.701 -18.481 2.203
H 20.184 -16.536 3.862
H 20.501 -17.885 4.849
H 17.876 -17.502 4.630
H 18.356 -19.047 4.088
H 18.590 -18.164 1.850
H 15.988 -17.473 3.141
H 16.417 -19.106 2.778
H 16.068 -16.752 0.863
H 14.890 -18.035 1.169
H 16.455 -17.253 -1.455
H 15.199 -18.478 -1.556
H 16.872 -18.836 -1.926
C 18.484 -23.349 0.585
O 18.409 -22.365 1.627
C 18.287 -21.018 1.186
C 19.618 -20.495 0.551
N 19.491 -19.928 -0.789
C 20.680 -19.039 -1.077
C 20.341 -17.593 -0.657
O 19.337 -17.154 -1.553
C 18.984 -15.832 -1.249
H 19.339 -23.132 -0.055
H 17.533 -23.402 0.054
H 18.710 -24.310 1.046
H 18.164 -20.387 2.066
H 17.402 -20.799 0.589
H 20.293 -21.348 0.489
H 20.101 -19.840 1.276
H 18.678 -19.332 -0.726
H 20.898 -18.989 -2.144
H 21.591 -19.429 -0.624
H 21.223 -16.980 -0.846
H 20.221 -17.344 0.398
H 18.327 -15.488 -2.047
H 19.893 -15.232 -1.196
H 18.471 -15.804 -0.288
*
```

Atomic partial charges in e from the Mulliken method, atoms 1 to 8:
1. C 0.15
2. C 0.25
3. C -1.08
4. O -0.41
5. C -0.80
6. N -0.50
7. H -0.44
8. H -0.21